C20H55N3O8P | ωB97M-V with the def2-TZVPD basis set

XYZ file:
```
87
Properties=species:S:1:pos:R:3:forces:R:3:lowdin_charge:R:1
C 4.306727 -1.306803 0.814968 -1.3810 -0.3392 -0.5453 -0.0954
C 3.241236 -2.109006 -0.116277 0.4387 1.8941 0.6893 -0.3776
C 3.306108 -1.405548 -1.547075 0.0890 -0.8190 -0.1401 -0.1083
C 1.820086 -1.904874 0.637487 1.0174 -1.0871 0.2501 -0.1628
C 0.738150 -3.025296 0.287035 1.3866 -0.5911 1.2662 -0.1746
N 0.036779 -2.865834 -1.021642 -1.1049 2.6268 0.3828 0.0556
C -0.535108 -1.563895 -1.212800 1.5490 -0.2496 -1.2441 -0.2656
N 0.241592 -0.633961 -2.060700 -1.9079 -1.9521 0.7299 0.1362
N -1.724142 -1.183290 -0.709853 1.0447 -0.4639 -0.1279 -0.0972
C -2.222098 0.210092 -0.975948 -0.2397 1.4578 0.2399 -0.0945
C -3.784495 0.401711 -0.740619 -0.4375 0.1321 2.0444 -0.1916
O -4.170471 0.791924 0.366221 0.8676 -0.8671 -2.9566 0.0339
P -2.596609 -2.389015 0.281815 -1.4490 -4.6752 -0.6569 0.8108
O -2.755506 -3.747057 -0.413808 0.7420 3.3483 1.3842 -0.4111
H 4.322316 -1.831702 1.821637 0.3778 0.8680 -1.1542 0.0818
H 3.858266 -0.256228 0.925774 0.9237 -1.3433 0.0448 0.0839
H 5.314798 -1.247025 0.304913 -1.1344 -0.1293 0.8471 0.0833
H 3.568931 -3.201511 -0.131299 -0.7175 1.3478 -0.1933 0.1390
H 2.802477 -2.063003 -2.342209 0.6098 1.2119 1.0069 0.0749
H 4.394824 -1.297093 -1.842340 -1.2608 -0.1825 0.2688 0.0799
H 2.852710 -0.352822 -1.544850 0.5375 -1.6363 0.1022 0.0687
H 1.460371 -0.832899 0.530949 0.2630 -1.2183 -0.0807 0.1011
H 2.068644 -2.040933 1.751898 -0.5802 0.1558 -1.5020 0.1227
H 0.052040 -3.131477 1.183999 0.4186 0.0813 -1.3996 0.0910
H 1.315073 -4.014515 0.219773 -1.0234 1.3633 0.0556 0.1456
H 0.627641 -3.150749 -1.816610 -0.1459 0.7529 0.5085 0.1312
H 0.366800 0.268963 -1.576957 -0.4352 -0.0988 -0.1590 0.0594
H -0.290427 -0.546654 -2.936796 0.4978 0.4055 0.2161 0.1179
H -2.002087 0.563560 -2.039144 -0.0725 -0.8032 1.4781 0.1456
H -1.690860 0.891550 -0.228740 -0.8006 -0.7450 -1.1545 0.1294
H -4.526313 0.170193 -1.587526 1.0367 0.3088 0.9382 0.1549
H -1.893581 -2.476730 1.543991 -0.2552 0.6214 -0.9271 0.0404
H -3.925732 -1.950467 0.621350 1.0994 0.7491 -0.3372 0.0541
C -4.867357 4.943679 1.372895 -0.0794 0.0922 0.0540 -0.0826
C -3.382140 4.709424 1.565284 -0.2671 -0.0783 -0.2477 -0.3073
O -3.131982 3.332052 1.830218 0.3684 -0.2345 0.0638 -0.0981
H -5.422036 4.636264 2.262571 0.0849 0.0724 -0.0184 0.0810
H -5.074092 5.997845 1.175205 -0.0330 -0.0677 -0.0290 0.0790
H -5.248166 4.348275 0.537773 0.0304 0.1017 -0.0464 0.0712
H -3.010531 5.287789 2.412086 0.0850 -0.1961 -0.0568 0.0890
H -2.820193 5.004634 0.673208 -0.0084 0.2095 0.0496 0.1115
H -3.452710 2.823710 1.075137 -0.0961 0.0519 0.2487 0.0345
C -0.642527 -7.007087 -3.637355 -0.0432 -0.0885 0.0070 -0.0845
C 0.500261 -6.044454 -3.887759 -0.2361 -0.1712 0.1749 -0.3173
O -0.008253 -4.755069 -4.228196 0.1618 0.5487 0.0430 -0.1000
H -1.276430 -7.087133 -4.523232 0.1504 -0.0365 0.0055 0.0810
H -0.267360 -8.000173 -3.381502 -0.0581 0.0415 -0.0130 0.0797
H -1.277817 -6.649917 -2.820901 0.0793 -0.0545 0.0624 0.0703
H 1.118524 -6.393457 -4.716288 -0.0954 0.1833 -0.0033 0.0960
H 1.134665 -5.950046 -2.999102 0.0844 -0.1588 0.0151 0.1002
H -0.547597 -4.450366 -3.487466 -0.1162 -0.2500 -0.1837 0.0550
C 1.063637 3.834830 0.915231 -0.0951 0.0907 0.0241 -0.0596
C 0.561089 2.412324 0.787927 0.3203 0.3520 0.3079 -0.2980
O 0.486586 2.034763 -0.591183 -0.0268 -0.6607 -0.5380 -0.1294
H 0.403005 4.523860 0.383654 -0.0353 -0.0824 0.0933 0.0850
H 1.118443 4.136941 1.963448 0.0620 0.0030 -0.0690 0.0621
H 2.056812 3.935731 0.467691 0.0262 -0.0539 0.1177 0.0824
H -0.439862 2.321078 1.216671 -0.0142 -0.0277 -0.1644 0.1007
H 1.225228 1.714839 1.308859 -0.0446 0.0233 0.1119 0.1059
H 1.376272 2.111062 -0.962221 -0.1172 0.2693 0.0839 0.0923
C 3.579874 -7.797551 -7.580604 0.1357 0.0339 0.0173 -0.0947
C 2.615951 -8.759655 -6.914417 -0.0316 0.1960 -0.3480 -0.3180
O 1.381970 -8.106994 -6.632223 -0.1532 0.0291 0.2086 -0.0974
H 3.764204 -6.933224 -6.937809 0.0195 -0.1064 0.0187 0.0736
H 4.532758 -8.285985 -7.796373 -0.0370 0.0610 -0.0425 0.0757
H 3.160969 -7.416136 -8.516138 0.0602 -0.1089 -0.0212 0.0735
H 3.028384 -9.121397 -5.970689 -0.1977 0.0468 -0.0010 0.1124
H 2.418528 -9.622370 -7.558155 0.1677 -0.0760 0.0550 0.1094
H 1.017837 -7.797722 -7.470765 0.0297 -0.0513 0.1490 0.0858
C -2.161478 7.963872 5.583915 -0.1376 0.0293 0.1030 -0.0871
C -2.142916 7.182731 4.284834 0.4162 0.1920 0.2205 -0.3371
O -1.199586 7.748562 3.382457 -0.0780 -0.0627 -0.2234 -0.0805
H -2.417552 9.009455 5.398285 -0.0483 -0.1067 -0.0294 0.0811
H -2.886861 7.541995 6.283440 0.0660 0.0388 0.0292 0.0783
H -1.173950 7.955641 6.054289 -0.0616 -0.0863 0.0278 0.0641
H -3.124782 7.211704 3.808070 0.1375 0.0502 -0.1035 0.1079
H -1.875416 6.134987 4.461602 -0.1776 -0.0809 0.0987 0.0904
H -0.332722 7.711740 3.805380 -0.1049 -0.0015 -0.1030 0.0806
C 0.497060 4.877301 6.474516 -0.0987 0.0224 0.0678 -0.0816
C 0.606226 4.108447 5.172570 0.2563 0.1085 0.2908 -0.3206
O 1.563119 4.722496 4.314194 0.0021 -0.0060 -0.2588 -0.0966
H 0.203809 5.912787 6.284659 -0.0581 -0.1001 -0.0169 0.0593
H -0.238967 4.418675 7.138599 0.0617 0.0522 0.0185 0.0814
H 1.462201 4.907934 6.987795 -0.0637 -0.0980 0.0301 0.0781
H -0.354359 4.098839 4.653010 0.1520 0.0289 -0.1289 0.1030
H 0.910674 3.072752 5.355626 -0.1747 -0.0543 0.0664 0.1083
H 2.411451 4.720128 4.774644 -0.1219 0.0477 -0.0923 0.0874
```
Positions in Å, forces in eV/Å.

Calculated values
E ... -51760.742 eV
Charge ... +1
Highest occupied orbital energy ... -11.824 eV